# 1
Formula: C4H6N2O
Source: OMol25
Level of theory: the ωB97M-V functional and the def2-TZVPD basis

Geometry (Å):
1 N -0.04 -0.32 -1.97
2 C -0.33 -0.90 1.37
3 C -0.79 -0.99 0.09
4 H -0.41 -1.28 -1.71
5 H 0.82 0.61 2.27
6 H 1.71 2.02 -0.56
7 H -0.29 0.33 -2.72
8 H -1.78 -1.31 -0.19
9 C -0.21 0.09 -0.65
10 O 1.06 2.11 0.15
11 N 0.35 0.27 1.46
12 C 0.39 0.92 0.24
13 H -0.49 -1.54 2.22

The calculation puts the total energy at -340.6869 hartree. The value obtained for the largest force on an atom is 3.37 eV Å⁻¹. As for the SMILES: Nc1cc[nH]c1O.

Löwdin atomic charge list, values in e, 5 entries:
1 N 0.066
2 C -0.118
3 C -0.111
4 H 0.096
5 H 0.148

# 2
Formula: C4H6N2O
Source: OMol25
Level of theory: the ωB97M-V functional and the def2-TZVPD basis

Geometry (Å):
1 N -0.12 0.87 0.69
2 C 2.05 -0.32 0.16
3 C -1.36 1.09 0.24
4 H 0.24 1.25 1.55
5 H -3.00 -0.36 0.29
6 N -0.10 -0.57 -1.04
7 H -1.96 0.14 -1.77
8 C -1.43 0.00 -0.82
9 H 2.20 -0.72 1.17
10 H 2.43 -1.04 -0.57
11 C 0.61 -0.07 -0.11
12 H 2.62 0.61 0.08
13 O -2.18 -0.85 0.08

The calculation puts the total energy at -340.6822 hartree. The value obtained for the largest force on an atom is 0.82 eV Å⁻¹.

Löwdin atomic charge list, values in e, 5 entries:
1 N 0.046
2 C -0.011
3 C 0.028
4 H 0.132
5 H 0.087

# 3
Formula: C4H6N2O
Source: OMol25
Level of theory: the ωB97M-V functional and the def2-TZVPD basis

Geometry (Å):
1 C 0.30 -0.34 -0.33
2 C 1.20 -1.12 -1.21
3 H 0.74 -1.40 -2.16
4 N -0.48 0.22 1.73
5 H -0.28 -1.55 0.82
6 C -0.50 0.75 -0.50
7 H -1.65 2.16 2.15
8 O -1.59 2.17 1.18
9 H 2.07 -0.47 -1.42
10 H -0.78 1.23 -1.41
11 H 1.59 -2.01 -0.71
12 N 0.28 -0.71 1.02
13 C -0.89 1.07 0.84

The calculation puts the total energy at -340.7319 hartree. The value obtained for the largest force on an atom is 1.57 eV Å⁻¹. As for the SMILES: Cc1cc(O)n[nH]1.

Löwdin atomic charge list, values in e, 5 entries:
1 C -0.338
2 C -0.028
3 H 0.080
4 N 0.067
5 H 0.153

largest force on an atom of number 1 (C4H6N2O)?
3.37 eV Å⁻¹